# C66H74BrClN8O16P2S

7 unconnected molecules or ions with the total composition C66H74BrClN8O16P2S in a non-equilibrium geometry (ωB97M-V with the def2-TZVPD basis set, OMol25).

The SMILES is CC[C@H](Cl)c1c2c(c(P(C)CC)c(Br)c1P(O)(O)=S)C(=O)N(CCCCCCCCCCCCn1cccc1)C2=O.O=[N+]([O-])c1ccccc1.O=[N+]([O-])c1ccccc1.O=[N+]([O-])c1ccccc1.O=[N+]([O-])c1ccccc1.O=[N+]([O-])c1ccccc1.O=[N+]([O-])c1ccccc1. The HOMO-LUMO gap is 0.232 hartree. The energy relative to the best compared isomer or geometry (same formula, charge and spin) comes out at 0.000 eV. The HOMO energy comes out at -7.532 eV. For the total energy, the calculation gives -8315.73189 Eh. The calculation puts the lowest unoccupied orbital energy at -1.213 eV. The net charge is 0.

```
169
Properties=species:S:1:pos:R:3:forces:R:3
C 1.434 3.564 1.442 -0.2145 0.6139 1.6424
C 2.684 3.144 2.339 -0.2299 1.1047 -0.8805
C 3.567 1.971 1.733 0.0641 0.5841 1.0082
Cl 2.990 1.628 0.046 0.5342 -0.1169 0.5058
C 3.612 0.625 2.489 -0.0788 -1.0099 0.2606
C 2.526 0.228 3.358 0.4076 -2.1407 1.0165
C 2.539 -1.024 4.135 2.7313 -0.4668 -1.4846
C 3.691 -1.944 4.054 -0.4624 1.5710 -1.1736
P 3.538 -3.483 5.113 -0.3295 -0.3216 0.9062
C 5.183 -3.898 5.956 0.5615 0.3636 -0.5344
C 3.062 -4.898 3.923 0.7937 0.1309 0.5168
C 4.253 -5.513 3.111 -1.1535 -0.0682 -1.2530
C 4.764 -1.546 3.148 -0.9121 1.1815 -0.1634
Br 6.306 -2.764 3.054 -1.0910 0.9728 0.1735
C 4.770 -0.294 2.330 -1.6138 -1.7854 2.2398
P 6.223 -0.063 1.229 1.6934 0.1293 -1.4498
O 7.600 0.028 2.193 -2.0857 -0.4787 -0.2808
O 6.382 -1.441 0.275 0.1399 1.2806 1.9187
S 6.281 1.404 -0.002 0.0248 0.2408 0.2142
C 1.269 -1.201 5.028 0.2569 1.7196 -1.3359
O 0.892 -2.094 5.726 0.2367 0.0949 0.0261
N 0.568 0.003 4.789 1.7940 -0.4255 0.2281
C -0.061 0.710 5.911 -0.8338 0.0872 1.0229
C -1.573 1.110 5.719 -0.2844 -0.0628 -0.0428
C -2.299 0.499 4.467 -1.2252 0.2117 0.4924
C -3.195 -0.780 4.807 0.3232 0.4776 -1.6445
C -3.184 -1.745 3.544 -0.8156 0.2644 0.2719
C -4.141 -1.239 2.377 0.1366 -0.5863 -0.1071
C -3.483 -0.166 1.418 -0.3167 -0.6546 -0.1856
C -3.963 -0.282 -0.076 0.1258 0.1963 -1.0796
C -2.824 0.042 -1.146 0.2669 0.2109 0.9981
C -2.053 1.390 -0.855 0.2446 0.5168 -0.9823
C -2.211 2.447 -2.040 0.2731 -0.8462 0.5111
C -1.366 2.033 -3.311 -1.4444 0.9383 -0.1678
N -0.057 2.713 -3.413 -0.1585 -1.7124 0.0173
C 1.016 1.934 -3.810 2.4842 2.1370 -0.0388
C 2.205 2.783 -3.877 -3.8812 0.1598 0.8823
C 1.679 4.116 -3.471 -0.2025 -1.1390 -0.2894
C 0.260 4.043 -3.209 2.6950 -0.3867 -0.4288
C 1.167 0.814 3.747 -1.6103 -0.3892 0.9818
O 0.449 1.711 3.387 1.2626 0.3283 -0.6182
H 0.886 4.327 2.073 0.4177 -0.7196 -0.6533
H 0.715 2.731 1.286 0.7272 0.7045 -0.2000
H 1.736 4.101 0.514 -0.1609 -0.7703 0.5735
H 2.399 3.010 3.411 0.2052 -0.2102 -1.0477
H 3.308 4.086 2.336 -0.2566 -1.1317 0.0206
H 4.615 2.375 1.768 -0.9987 -0.6689 -0.8081
H 5.009 -4.523 6.871 -0.1416 0.6001 -1.0048
H 5.906 -4.411 5.283 -0.4949 0.3132 0.7152
H 5.672 -2.942 6.299 -0.6170 -0.8104 -0.3848
H 2.249 -4.461 3.283 0.8068 -0.5076 0.4320
H 2.577 -5.662 4.594 0.4786 0.7474 -0.6269
H 3.907 -6.472 2.628 0.4498 0.7720 0.6107
H 5.181 -5.706 3.693 -0.7950 0.2176 -0.3260
H 4.454 -4.824 2.245 0.1565 -0.6777 0.9429
H 7.344 0.143 3.126 0.2582 -0.1881 -0.3241
H 7.216 -1.273 -0.211 -0.5143 -0.1277 0.0285
H 0.023 0.045 6.815 -0.0114 0.4113 -1.0512
H 0.534 1.627 6.164 -0.4271 -0.7455 -0.4527
H -1.655 2.225 5.707 0.1641 -0.8854 -0.1455
H -2.157 0.774 6.625 0.6495 0.3511 -0.7926
H -3.032 1.279 4.110 0.8521 -0.6393 0.2069
H -1.648 0.277 3.593 -0.1605 0.2523 0.9037
H -4.259 -0.421 4.885 0.9533 -0.4648 0.3852
H -2.888 -1.284 5.754 -0.1190 0.3057 -0.7868
H -2.167 -1.842 3.080 -0.6844 -0.0364 0.7131
H -3.531 -2.756 3.889 0.3279 0.7749 -0.4690
H -4.407 -2.150 1.764 0.2993 0.8997 0.4725
H -5.122 -0.876 2.796 0.9361 -0.2242 -0.3099
H -3.719 0.854 1.811 0.5654 -0.7312 -0.3151
H -2.371 -0.340 1.422 -0.9404 0.3704 0.1230
H -4.833 0.402 -0.299 0.7394 -0.6054 0.3880
H -4.322 -1.312 -0.350 0.2544 0.9271 0.7144
H -2.057 -0.783 -1.085 -0.8605 0.5857 -0.1863
H -3.250 0.052 -2.185 0.3647 -0.0286 1.0529
H -2.388 1.921 0.069 0.2293 -0.7053 -0.5220
H -0.955 1.149 -0.760 -0.9860 0.4487 0.1244
H -1.894 3.446 -1.650 -0.2857 -0.7372 -0.5641
H -3.301 2.495 -2.306 0.9858 0.0804 0.1479
H -1.248 0.917 -3.358 0.2253 1.1285 0.1801
H -1.946 2.319 -4.227 0.3805 -0.2544 0.6919
H 0.924 0.852 -4.024 -0.1457 1.0134 0.2746
H 3.218 2.453 -4.170 -0.8284 0.4816 0.3847
H 2.345 4.997 -3.399 -0.8799 -0.5448 -0.0175
H -0.458 4.851 -2.895 0.8635 -1.2962 -0.4750
C 3.842 1.503 -9.371 0.0934 -0.0514 0.0048
C 3.452 1.534 -8.038 -0.0280 0.1074 -0.2173
C 2.609 2.540 -7.584 0.0131 -0.2004 0.2993
C 2.162 3.502 -8.475 0.4157 -0.4653 -0.3245
C 2.551 3.486 -9.807 -0.0243 0.0736 -0.2363
C 3.396 2.480 -10.254 -0.0324 -0.0518 0.1846
N 1.255 4.541 -7.994 -0.2503 0.3112 0.1231
O 0.959 4.515 -6.818 -0.0667 0.0861 -0.1103
O 0.848 5.364 -8.799 0.1058 -0.1599 0.0827
H 4.495 0.714 -9.724 -0.0639 0.0460 0.0090
H 3.802 0.772 -7.352 -0.0350 0.0686 -0.0103
H 2.309 2.557 -6.542 -0.1085 0.1730 -0.1026
H 2.205 4.241 -10.501 -0.0801 0.0310 0.2004
H 3.704 2.454 -11.292 -0.0338 0.0264 0.0572
C 3.059 -9.391 9.013 -0.0141 -0.0130 0.0081
C 4.358 -9.741 9.362 -0.1070 0.1064 -0.1094
C 5.434 -9.128 8.739 0.1667 -0.1073 0.1224
C 5.198 -8.163 7.770 -0.4726 -0.2475 0.2664
C 3.904 -7.812 7.409 -0.1171 0.1480 -0.1320
C 2.832 -8.431 8.034 0.1134 -0.0894 0.0920
N 6.332 -7.494 7.126 0.2910 0.0582 -0.1384
O 7.453 -7.837 7.451 -0.2244 0.0589 -0.0427
O 6.086 -6.628 6.304 0.0721 -0.3764 0.1376
H 2.220 -9.868 9.506 0.0526 0.0250 -0.0376
H 4.530 -10.491 10.124 0.0323 0.0497 -0.0570
H 6.442 -9.407 9.018 -0.0050 0.1570 -0.1439
H 3.718 -7.062 6.650 0.1988 -0.0257 0.0398
H 1.819 -8.163 7.763 0.0799 0.0174 -0.0126
C -1.774 -1.004 -10.817 -0.0198 -0.0046 0.0026
C -0.775 -0.137 -10.391 -0.0504 -0.1493 -0.0693
C 0.559 -0.486 -10.543 0.1246 0.1847 0.0837
C 0.880 -1.704 -11.128 -0.5918 0.1893 0.0798
C -0.110 -2.580 -11.551 -0.0425 -0.2148 -0.1104
C -1.442 -2.225 -11.392 0.0678 0.1616 0.0809
N 2.290 -2.064 -11.313 0.2526 -0.1081 -0.0462
O 3.127 -1.276 -10.912 -0.0923 -0.1138 -0.0573
O 2.540 -3.122 -11.858 -0.0743 0.1863 0.1112
H -2.815 -0.727 -10.702 0.0657 -0.0179 -0.0007
H -1.037 0.813 -9.941 0.0671 -0.0490 -0.0176
H 1.331 0.196 -10.208 0.0762 -0.1534 -0.0828
H 0.138 -3.531 -12.002 0.1720 0.1183 0.0445
H -2.224 -2.900 -11.721 0.0790 0.0130 0.0055
C -0.351 8.379 2.318 -0.0132 -0.0268 -0.0194
C -1.469 7.592 2.566 0.1830 0.1287 -0.0923
C -2.186 7.054 1.508 0.0532 0.1960 -0.1612
C -1.773 7.308 0.209 0.3631 0.2746 0.4926
C -0.661 8.098 -0.051 0.1599 0.0790 -0.2156
C 0.051 8.636 1.012 -0.1130 -0.0843 0.1116
N -2.517 6.718 -0.908 -0.1752 -0.1455 -0.1753
O -3.499 6.050 -0.644 0.1424 0.1294 -0.0540
O -2.107 6.923 -2.038 -0.0111 -0.0496 0.1726
H 0.212 8.794 3.147 -0.0354 -0.0139 -0.0528
H -1.779 7.394 3.584 -0.0567 -0.0467 -0.1043
H -3.046 6.447 1.708 0.0915 0.1165 -0.2934
H -0.340 8.300 -1.065 -0.1568 -0.1316 0.0118
H 0.921 9.252 0.823 -0.0598 -0.0435 -0.0368
C -7.808 2.917 3.817 -0.0097 -0.0007 0.0106
C -6.968 2.396 2.839 -0.0288 0.1048 0.1279
C -5.773 3.034 2.539 0.1133 -0.1448 -0.1648
C -5.428 4.189 3.228 -0.5326 -0.2445 0.1240
C -6.263 4.720 4.201 -0.0184 0.1775 0.1687
C -7.458 4.079 4.494 0.0497 -0.1341 -0.1279
N -4.154 4.848 2.929 0.1062 -0.0104 0.1585
O -3.459 4.362 2.060 -0.1015 -0.0431 0.2667
O -3.860 5.846 3.577 -0.2413 -0.4863 -0.0515
H -8.738 2.414 4.054 0.0539 0.0364 -0.0228
H -7.245 1.491 2.313 0.0609 0.0586 -0.0042
H -5.126 2.621 1.776 0.0567 0.1830 0.0739
H -5.997 5.623 4.735 0.1462 -0.0614 -0.1382
H -8.116 4.483 5.253 0.0681 0.0106 -0.0430
C -4.074 -6.268 -4.504 0.0078 -0.0222 -0.0135
C -5.074 -6.328 -3.542 0.1194 0.1070 -0.0838
C -5.428 -5.187 -2.836 -0.1666 -0.0971 0.1239
C -4.777 -3.991 -3.107 0.1639 -0.4952 -0.2815
C -3.772 -3.923 -4.062 0.1516 0.1488 -0.1110
C -3.421 -5.069 -4.761 -0.1312 -0.0828 0.0971
N -5.166 -2.778 -2.382 -0.1028 0.2215 0.0829
O -6.038 -2.876 -1.537 0.1573 0.0005 -0.1494
O -4.596 -1.740 -2.667 -0.2726 -0.3978 -0.1608
H -3.803 -7.160 -5.058 -0.0103 0.0544 0.0415
H -5.580 -7.265 -3.343 0.0113 0.0783 0.0209
H -6.208 -5.243 -2.088 0.0753 0.1978 -0.0259
H -3.260 -2.993 -4.271 -0.1528 0.0205 0.1466
H -2.640 -5.027 -5.510 -0.0394 0.0408 0.0585
```
Forces are in eV/Å.

These are the Löwdin partial charges, in e, on atoms 1 to 8:
1. C -0.173
2. C -0.237
3. C -0.618
4. Cl 0.633
5. C -0.142
6. C 0.021
7. C -0.023
8. C -0.319